No. 1
2 unconnected molecules or ions with the total composition C4H8NO2S at a distorted geometry, computed with ωB97M-V/def2-TZVPD.

Last column: Löwdin charge in e.
Geometry (Å):
C (-0.481, 0.995, -0.807)  -0.151
C (-0.552, -0.329, -0.020)  -0.361
C (-0.357, 0.922, 0.646)  -0.173
C (-1.969, -1.044, 0.036)  -0.092
N (2.275, 1.055, 0.861)  -0.256
O (2.594, -1.440, 0.604)  -0.492
O (3.667, -0.017, -1.048)  -0.492
S (2.475, -0.194, -0.189)  0.518
H (0.451, 1.280, -1.269)  0.065
H (-1.449, 1.423, -1.315)  0.125
H (0.248, -1.073, -0.173)  0.085
H (-0.831, 1.294, 1.505)  0.089
H (-2.032, -1.724, -0.817)  0.048
H (-2.983, -0.521, 0.055)  0.069
H (-2.164, -1.590, 1.035)  0.078
H (1.107, 0.964, 0.893)  -0.057

## Properties
- HOMO (alpha / beta): -3.89 / -3.70 eV
- ΔE to the lowest compared entry with this formula, charge and spin: 155.6 kcal/mol
- Total charge: -1
- Frontier orbital gap (alpha / beta): 7.2 / 6.9 eV
- E_tot: -20693.303 eV

***

No. 2
2 unconnected molecules or ions with the total composition C6H14BN at a distorted geometry, computed with ωB97M-V/def2-TZVPD.

Last column: Löwdin charge in e.
Geometry (Å):
H (2.530, 2.117, -0.826)  0.058
N (2.275, 1.386, -0.134)  0.209
B (2.009, 0.446, 0.637)  -0.325
C (1.617, -0.500, 1.845)  -0.154
C (0.227, -1.115, 1.537)  -0.273
C (-0.800, -0.019, 1.339)  -0.270
C (-2.249, -0.573, 0.975)  -0.090
H (1.573, 0.106, 2.726)  0.086
H (2.327, -1.360, 1.985)  0.110
H (0.304, -1.863, 0.610)  0.157
H (0.038, -1.639, 2.470)  0.102
H (-0.465, 0.748, 0.479)  0.128
H (-0.804, 0.531, 2.260)  0.093
H (-2.097, -1.217, 0.131)  0.050
H (-2.874, 0.326, 0.684)  0.084
H (-2.742, -1.094, 1.758)  0.046
C (0.035, 0.029, -3.238)  -0.064
C (-0.346, 1.253, -2.887)  -0.059
H (-0.252, -0.456, -4.169)  0.055
H (0.664, -0.472, -2.653)  -0.014
H (-1.028, 1.664, -3.576)  0.026
H (0.058, 1.701, -1.952)  0.046

## Properties
- HOMO: -10.05 eV
- ΔE to the lowest compared entry with this formula, charge and spin: 54.6 kcal/mol
- Frontier orbital gap: 10.8 eV
- E_tot: -8614.137 eV
- SMILES: [H]/N=B/CCCC.C=C

***

No. 3
5 unconnected molecules or ions with the total composition C15H43N3O5 at a distorted geometry, computed with ωB97M-V/def2-TZVPD.

Last column: Löwdin charge in e.
Geometry (Å):
C (7.411, -6.523, -8.597)  -0.188
O (8.151, -5.362, -8.452)  -0.140
H (6.347, -6.428, -8.814)  0.069
H (7.823, -7.189, -9.355)  0.051
H (7.485, -7.054, -7.648)  0.076
H (8.038, -5.072, -7.544)  0.023
C (9.540, -3.908, -12.782)  -0.109
C (8.886, -4.606, -11.614)  -0.362
O (8.889, -3.761, -10.477)  -0.089
H (8.834, -3.188, -13.196)  0.065
H (9.948, -4.606, -13.513)  0.067
H (10.340, -3.228, -12.491)  0.070
H (9.509, -5.469, -11.382)  0.100
H (7.909, -5.002, -11.893)  0.104
H (8.486, -4.305, -9.797)  0.015
C (5.626, -4.293, -6.362)  -0.091
C (6.968, -3.890, -5.811)  -0.480
C (6.855, -3.095, -4.544)  -0.305
O (6.226, -3.940, -3.556)  -0.227
C (6.165, -3.329, -2.272)  -0.207
N (7.842, -5.034, -5.611)  0.048
H (5.068, -5.021, -5.773)  0.079
H (5.729, -4.548, -7.417)  0.058
H (4.959, -3.435, -6.442)  0.070
H (7.467, -3.174, -6.463)  0.134
H (6.200, -2.239, -4.707)  0.104
H (7.802, -2.656, -4.231)  0.087
H (5.487, -3.927, -1.663)  0.073
H (5.767, -2.315, -2.269)  0.067
H (7.197, -3.321, -1.920)  0.058
H (7.392, -5.584, -4.894)  0.062
H (8.644, -4.761, -5.060)  0.032
C (8.018, -13.643, -12.966)  -0.083
C (7.148, -12.786, -12.082)  -0.462
C (7.597, -11.307, -12.095)  -0.224
O (6.978, -10.544, -11.072)  -0.175
C (7.287, -9.174, -11.282)  -0.134
N (5.812, -12.958, -12.570)  0.031
H (9.033, -13.593, -12.570)  0.074
H (8.056, -13.285, -13.995)  0.079
H (7.741, -14.695, -12.904)  0.079
H (7.189, -13.151, -11.056)  0.142
H (7.499, -10.843, -13.076)  0.117
H (8.648, -11.244, -11.812)  0.121
H (6.554, -8.517, -10.814)  0.078
H (7.209, -8.916, -12.338)  0.078
H (8.266, -8.850, -10.928)  0.081
H (5.841, -12.697, -13.546)  0.067
H (5.250, -12.289, -12.063)  0.070
C (11.500, -11.952, -4.918)  -0.077
C (12.232, -10.732, -5.391)  -0.480
C (11.639, -9.426, -4.799)  -0.179
O (10.318, -9.102, -5.387)  -0.218
C (9.784, -7.889, -4.877)  -0.206
N (13.619, -10.825, -4.969)  0.016
H (10.521, -11.838, -5.382)  0.078
H (11.403, -11.991, -3.833)  0.085
H (11.975, -12.819, -5.376)  0.071
H (12.232, -10.636, -6.477)  0.130
H (12.273, -8.598, -5.116)  0.106
H (11.652, -9.436, -3.709)  0.117
H (10.379, -7.075, -5.293)  0.066
H (9.906, -7.937, -3.795)  0.051
H (8.714, -7.753, -5.032)  0.059
H (13.987, -11.680, -5.360)  0.060
H (14.136, -10.087, -5.426)  0.063

## Properties
- HOMO (alpha / beta): 0.91 / -7.12 eV
- Total charge: -1
- Frontier orbital gap (alpha / beta): 1.6 / 9.6 eV
- E_tot: -30956.166 eV
- Multiplicity: 2

***

No. 4
C3H2N2O in the gas phase at a distorted geometry, computed with ωB97M-V/def2-TZVPD.

Last column: Löwdin charge in e.
Geometry (Å):
C (-1.090, 1.280, -0.241)  -0.431
C (1.479, -0.357, 0.080)  0.003
C (-0.052, -0.885, -0.089)  -0.218
N (-1.419, 2.339, 0.063)  0.120
N (-0.913, 0.056, -0.634)  0.012
O (1.930, 0.464, 0.709)  0.234
H (0.022, -1.702, -0.886)  0.136
H (0.044, -1.195, 0.998)  0.143

## Properties
- HOMO (alpha / beta): -9.25 / -9.24 eV
- ΔE to the lowest compared entry with this formula, charge and spin: 61.4 kcal/mol
- Frontier orbital gap (alpha / beta): 7.2 / 7.2 eV
- E_tot: -8167.052 eV